[1]
The following is a DFT calculation (wB97M-V/def2-TZVPD) of a molecular structure, C45H44Br2N17NaO2S.

- Net charge: -2
- HOMO level: -0.09426 hartree
- Lowest unoccupied orbital energy: 3.63 eV
- ΔE to the lowest compared entry with this formula, charge and spin: 5.4 kcal/mol
- Calculated total energy: -232147.0348 eV

Element x y z (Å)
Na  1.23  -1.63  1.50
Br  0.24  6.91  1.68
C  -0.23  5.07  1.77
C  0.50  4.15  1.05
C  0.14  2.81  1.10
C  -0.93  2.40  1.88
C  -1.67  3.35  2.58
C  -1.32  4.69  2.53
N  -1.29  1.03  1.86
C  -1.51  0.47  2.97
C  -2.03  -0.91  3.06
C  -2.79  -1.25  4.17
C  -3.32  -2.53  4.25
C  -3.06  -3.42  3.22
C  -2.26  -2.99  2.16
N  -1.76  -1.77  2.08
H  1.33  4.46  0.42
H  0.69  2.07  0.54
H  -2.54  3.04  3.15
H  -1.90  5.43  3.06
H  -1.36  0.98  3.93
H  -2.94  -0.53  4.96
H  -3.92  -2.83  5.10
H  -3.43  -4.43  3.24
H  -2.02  -3.66  1.35
C  3.34  -2.36  -1.55
O  2.21  -1.55  -1.28
C  1.99  -0.47  -2.05
C  2.81  -0.05  -3.08
C  2.49  1.13  -3.76
Br  3.62  1.70  -5.18
C  1.40  1.88  -3.41
C  0.56  1.45  -2.37
C  0.83  0.26  -1.71
O  0.17  -0.24  -0.66
C  -0.52  2.37  -1.97
N  -0.37  3.68  -2.01
C  -1.55  4.18  -1.51
C  -1.95  5.50  -1.27
C  -3.20  5.71  -0.73
C  -4.06  4.64  -0.42
C  -3.69  3.33  -0.65
C  -2.42  3.12  -1.19
N  -1.74  1.98  -1.50
H  4.27  -1.78  -1.48
H  3.27  -2.82  -2.54
H  3.33  -3.12  -0.77
H  3.69  -0.61  -3.36
H  1.18  2.82  -3.90
H  -0.78  -0.04  -0.61
H  -1.28  6.32  -1.49
H  -3.53  6.72  -0.52
H  -5.03  4.85  0.01
H  -4.33  2.49  -0.40
H  -2.16  1.03  -1.48
C  3.19  1.27  0.90
N  2.36  0.49  1.78
C  2.24  0.87  2.99
C  1.54  0.14  4.01
C  1.46  0.48  5.37
C  0.78  -0.58  5.98
C  0.51  -1.50  4.95
N  0.95  -1.07  3.76
C  4.56  0.65  0.69
C  5.59  1.43  0.16
C  6.84  0.88  -0.08
C  7.09  -0.45  0.21
C  6.07  -1.23  0.75
C  4.81  -0.68  0.98
H  3.32  2.31  1.24
H  2.71  1.32  -0.08
H  2.72  1.81  3.33
H  1.86  1.37  5.83
H  0.53  -0.70  7.02
H  0.01  -2.46  5.03
H  5.41  2.48  -0.06
H  7.63  1.50  -0.50
H  8.06  -0.88  0.02
H  6.24  -2.27  1.00
H  4.05  -1.31  1.43
N  0.69  -5.26  1.04
C  1.82  -4.76  1.71
N  2.37  -5.39  2.73
N  3.42  -4.62  3.06
N  3.47  -3.59  2.27
N  2.46  -3.65  1.37
C  0.08  -4.60  0.01
N  -0.55  -5.24  -1.00
N  -1.01  -4.29  -1.79
N  -0.64  -3.16  -1.26
N  0.03  -3.28  -0.13
H  0.60  -6.26  1.03
C  -6.10  -0.64  -3.26
C  -5.19  -1.85  -3.29
N  -3.84  -1.52  -3.71
C  -2.82  -1.20  -2.83
S  -3.22  -0.84  -1.18
N  -1.57  -1.17  -3.20
C  -1.21  -1.44  -4.57
C  -1.41  -0.23  -5.48
H  -7.12  -0.93  -3.01
H  -6.11  -0.14  -4.24
H  -5.74  0.07  -2.52
H  -5.57  -2.59  -3.99
H  -5.16  -2.31  -2.30
H  -3.52  -1.99  -4.54
H  -0.85  -2.25  -1.73
H  -1.73  -2.33  -4.99
H  -0.15  -1.71  -4.58
H  -2.46  0.06  -5.52
H  -1.06  -0.43  -6.50
H  -0.85  0.61  -5.08

Löwdin atomic charge list, values in e, 6 entries: 0.222, 0.675, -0.694, -0.121, -0.026, -0.257

***

[2]
The following is a DFT calculation (wB97M-V/def2-TZVPD) of 14 unconnected molecules or ions with the total composition C59H90N13O20.

- Net charge: +1
- HOMO level: -0.32310 hartree
- Lowest unoccupied orbital energy: -1.88 eV
- Calculated total energy: -122953.0511 eV

Element x y z (Å)
C  -1.33  3.16  0.84
C  -1.03  1.80  0.13
C  0.16  1.01  0.74
C  0.28  -0.47  0.32
N  1.55  -1.21  0.94
C  1.44  -2.63  0.44
C  1.99  -2.61  -1.02
C  2.89  -1.43  -1.18
C  2.84  -0.83  0.22
C  1.55  -1.21  2.50
C  2.43  -0.13  3.15
C  1.95  0.15  4.56
H  -2.16  3.72  0.42
H  -0.55  3.91  0.77
H  -1.69  2.84  1.82
H  -0.76  2.06  -0.89
H  -1.89  1.15  -0.01
H  0.22  0.99  1.83
H  1.11  1.54  0.68
H  0.38  -0.75  -0.72
H  -0.61  -0.96  0.73
H  2.27  -3.07  1.00
H  0.45  -3.05  0.56
H  2.50  -3.56  -1.13
H  1.13  -2.52  -1.68
H  3.93  -1.71  -1.36
H  2.68  -0.84  -2.07
H  3.68  -1.10  0.86
H  2.95  0.25  0.11
H  1.89  -2.15  2.93
H  0.52  -1.21  2.85
H  2.45  0.84  2.64
H  3.48  -0.42  3.14
H  2.54  0.99  4.94
H  2.22  -0.76  5.11
H  0.90  0.41  4.54
C  0.25  -6.88  6.13
C  0.88  -7.98  5.65
C  0.71  -8.58  4.41
C  -0.24  -8.00  3.53
C  -0.90  -6.82  3.98
C  -0.64  -6.30  5.32
O  -1.42  -5.32  5.89
O  1.43  -9.65  3.90
H  0.37  -6.56  7.15
H  1.42  -8.63  6.32
H  -0.31  -8.34  2.51
H  -1.64  -6.38  3.32
H  -2.31  -5.41  5.55
H  1.81  -10.31  4.49
C  3.04  5.00  -4.53
C  2.87  6.42  -4.42
C  3.78  7.07  -3.53
C  4.76  6.44  -2.71
C  4.97  5.11  -3.01
C  4.14  4.44  -3.84
O  4.38  3.14  -3.93
O  3.56  8.38  -3.23
H  2.25  4.39  -4.95
H  2.09  7.00  -4.89
H  5.31  7.02  -1.99
H  5.72  4.66  -2.39
H  4.97  2.89  -3.22
H  2.84  8.78  -3.71
C  -3.87  12.58  0.33
C  -4.08  13.88  -0.17
C  -2.96  14.67  -0.42
C  -1.64  14.24  -0.27
C  -1.49  12.93  0.12
C  -2.60  12.11  0.39
O  -2.34  10.97  1.08
O  -3.11  15.97  -0.82
H  -4.72  11.98  0.62
H  -5.02  14.35  -0.39
H  -0.87  14.99  -0.39
H  -0.59  12.53  0.56
H  -2.07  10.40  0.36
H  -4.01  16.14  -0.52
C  1.22  -8.66  -6.99
C  0.16  -9.15  -7.70
C  -0.78  -8.32  -8.23
C  -0.71  -6.97  -8.11
C  0.29  -6.39  -7.41
C  1.30  -7.26  -6.86
O  2.36  -6.85  -6.10
O  -1.85  -8.89  -8.86
H  1.85  -9.39  -6.51
H  0.07  -10.21  -7.91
H  -1.51  -6.40  -8.55
H  0.20  -5.33  -7.25
H  2.64  -7.56  -5.53
H  -2.58  -8.29  -8.73
C  -9.25  10.69  0.63
C  -8.90  10.14  1.82
C  -8.37  8.86  1.82
C  -8.17  8.24  0.53
C  -8.56  8.87  -0.68
C  -9.05  10.12  -0.63
O  -9.19  10.80  -1.79
O  -8.05  8.30  3.07
H  -9.58  11.71  0.75
H  -9.16  10.67  2.72
H  -7.86  7.21  0.62
H  -8.52  8.34  -1.63
H  -9.77  11.50  -1.49
H  -7.86  7.37  2.93
C  -4.00  -10.23  -3.49
C  -3.28  -9.16  -2.96
C  -3.52  -8.78  -1.60
C  -4.36  -9.60  -0.83
C  -5.05  -10.69  -1.35
C  -4.87  -11.01  -2.74
O  -5.55  -12.04  -3.25
O  -3.10  -7.55  -1.13
H  -3.76  -10.58  -4.48
H  -2.60  -8.67  -3.64
H  -4.70  -9.26  0.14
H  -5.64  -11.42  -0.82
H  -5.38  -12.02  -4.19
H  -3.45  -6.71  -1.41
C  7.85  -5.93  -0.16
C  7.12  -5.74  0.95
C  7.56  -4.93  1.95
C  8.76  -4.24  1.76
C  9.56  -4.39  0.63
C  9.02  -5.21  -0.38
O  9.76  -5.46  -1.51
O  6.76  -4.78  3.03
H  7.47  -6.73  -0.77
H  6.17  -6.23  1.07
H  9.19  -3.61  2.52
H  10.55  -3.97  0.52
H  9.61  -6.37  -1.76
H  7.27  -4.23  3.63
C  -3.20  1.37  -5.62
O  -2.09  1.67  -5.22
N  -4.29  1.72  -5.10
N  -3.39  0.72  -6.78
H  -4.13  2.38  -4.35
H  -5.15  1.38  -5.50
H  -4.31  0.43  -7.08
H  -2.58  0.48  -7.34
C  9.23  0.33  -1.85
O  8.10  0.54  -1.55
N  10.21  1.17  -1.50
N  9.61  -0.72  -2.47
H  9.90  1.94  -0.93
H  11.09  1.18  -1.98
H  8.84  -1.38  -2.43
H  10.59  -0.90  -2.62
C  -5.75  -3.25  0.82
O  -5.32  -3.58  -0.26
N  -5.44  -2.12  1.34
N  -6.40  -4.07  1.53
H  -5.67  -1.69  2.22
H  -5.03  -1.50  0.65
H  -6.85  -3.61  2.32
H  -6.83  -4.88  1.11
C  7.13  -1.06  7.50
O  7.45  -1.99  6.71
N  7.03  -1.14  8.81
N  6.78  0.10  7.06
H  6.75  -2.04  9.18
H  6.83  -0.24  9.23
H  6.59  0.06  6.07
H  6.47  0.85  7.67
C  -3.38  6.75  -3.77
O  -2.58  7.37  -3.14
N  -4.64  6.61  -3.40
N  -3.09  6.46  -4.96
H  -5.31  6.50  -4.14
H  -4.80  7.06  -2.50
H  -3.91  6.35  -5.55
H  -2.14  6.64  -5.25
C  -2.69  -0.47  9.75
O  -2.71  -0.18  8.55
N  -2.95  0.24  10.80
N  -2.44  -1.63  10.20
H  -3.38  1.16  10.82
H  -2.24  0.09  11.50
H  -2.43  -1.79  11.20
H  -2.33  -2.42  9.58

Löwdin atomic charge list, values in e, 6 entries: -0.088, -0.223, -0.183, -0.049, -0.177, -0.100